{"formula": "CH2Cl2S2", "method": "ωB97M-V/def2-TZVPD", "e_homo_ev": [-8.34, -8.34], "de_lowest_kcal_mol": 48.5, "e_tot_ev": -47782.2016, "homo_lumo_gap_ev": [6.32, 6.32], "symbols": ["Cl", "S", "H", "Cl", "C", "H", "S"], "positions_angstrom": [[0.146281, 2.059544, -0.153442], [0.672719, 0.011051, 1.663754], [-1.431120, 0.205491, -1.603743], [1.752379, -0.660994, -1.584382], [-0.137453, 0.341679, 0.309407], [0.390206, -1.428599, 1.800090], [-1.393012, -0.528171, -0.431684]], "forces_ev_per_angstrom": [[-0.43, -1.62, 0.39], [0.72, -2.85, 2.46], [0.19, -0.49, 0.88], [-0.59, 0.32, 0.59], [0.00, 1.93, -3.35], [0.31, 2.32, -0.44], [-0.20, 0.38, -0.54]], "nbo_charge": [0.11, 0.36, 0.20, -0.76, -0.35, 0.18, 0.27]}



{"formula": "C4H12NO", "method": "ωB97M-V/def2-TZVPD", "e_homo_ev": -13.06, "de_lowest_kcal_mol": 79.6, "e_tot_ev": -7870.8408, "charge": 1, "homo_lumo_gap_ev": 5.68, "symbols": ["C", "H", "C", "O", "H", "H", "C", "H", "H", "H", "H", "H", "H", "H", "N", "H", "H", "C"], "positions_angstrom": [[0.072775, -1.154064, -2.038257], [-0.952537, 2.909171, 1.363061], [-0.431602, -0.913055, -0.807826], [1.855486, 1.216685, -0.388305], [-0.609376, -0.311712, 2.055044], [1.532456, 0.322988, -0.515660], [-0.430586, -1.314397, 1.652140], [0.153092, -1.847120, 2.398038], [2.815264, 1.171593, -0.472694], [0.796600, -2.293897, 0.211611], [-0.339266, -0.637452, -2.901912], [-0.150802, 2.429586, 0.036917], [0.920515, -1.804105, -2.228642], [-1.412676, -1.808906, 1.690630], [-1.072016, 2.560309, 0.424582], [-1.356758, -0.355324, -0.694728], [-1.558196, 3.249594, -0.126481], [0.167631, -1.419901, 0.342485]], "forces_ev_per_angstrom": [[0.31, 0.15, -0.57], [-0.07, 0.20, 0.09], [-0.52, 0.54, 0.35], [-0.08, -0.04, 0.06], [-0.11, 0.16, -0.52], [0.31, 0.16, -0.12], [0.68, 0.35, 1.68], [0.17, -0.01, 0.01], [-0.02, 0.06, 0.03], [1.05, 0.49, -0.12], [-0.14, -0.31, 0.02], [0.27, 0.18, -0.11], [0.12, 0.07, 0.19], [-0.11, 0.06, -0.57], [-0.04, -0.70, 0.01], [0.34, 0.50, 0.01], [-0.06, 0.18, 0.00], [-2.10, -2.03, -0.42]], "nbo_charge": [-0.01, 0.37, -0.37, -0.93, 0.31, 0.45, -0.75, 0.26, 0.49, 0.23, 0.24, 0.37, 0.22, 0.32, -1.11, 0.28, 0.37, 0.25]}